Record 1
The following is a quantum chemistry calculation of C7H14 in the gas phase in a non-equilibrium geometry, from the Open Molecules 2025 dataset.

Output
SMILES: CC(C)CC1CC1
Energy above the lowest of the compared OMol25 structures with the same formula, charge and spin: 276.04 kJ/mol
Orbital gap: 0.381 hartree

Element x y z (Å)
H (-0.485972, -0.863867, -1.396454)
C (1.388009, 0.640751, -0.930520)
H (-0.027842, -0.856200, 2.182676)
C (0.034232, -0.796363, 1.067237)
C (-1.304021, 1.380882, -0.026891)
H (1.568049, 0.706984, 1.413970)
H (-2.168976, -0.341396, 1.034650)
H (-1.865022, 1.742381, -0.900855)
H (-1.807933, -1.911300, -0.870951)
C (-1.393860, -0.121304, 0.310616)
H (-0.247516, 1.415599, -0.406707)
H (3.276752, -0.101218, -0.193092)
H (1.766005, 1.658272, -1.059831)
H (0.897786, 0.358162, -1.876686)
C (1.232730, 0.028065, 0.617347)
H (-1.542422, 2.053800, 0.812955)
H (-2.116465, -0.428055, -1.813837)
C (2.258244, -0.401448, -0.353309)
H (0.151801, -1.862798, 0.778383)
H (2.085819, -1.385558, -0.770095)
C (-1.503672, -0.875474, -1.015882)

Forces on atoms 1 to 6 (eV/Å):
H -0.099 -0.398 -0.336
C 0.534 -0.219 0.472
H -0.144 0.600 -0.882
C -1.213 0.947 -1.113
C 1.152 -0.212 0.013
H -0.084 0.111 -0.794

Results of the Löwdin charge analysis, in e, for atoms 1 through 2: H 0.04; C -0.15

Record 2
The following is a quantum chemistry calculation of C7H14 in the gas phase in a non-equilibrium geometry, from the Open Molecules 2025 dataset.

Output
SMILES: C=C(CC)CCC
Energy above the lowest of the compared OMol25 structures with the same formula, charge and spin: 228.93 kJ/mol
Orbital gap: 0.376 hartree

Element x y z (Å)
H (1.395770, 1.103473, 0.582004)
C (2.110539, 0.577552, -1.827245)
H (-0.953345, -1.727824, 0.111278)
C (1.033415, -0.164379, -0.924578)
H (1.481513, -1.114953, -0.567429)
C (0.380232, 0.125903, 2.372586)
H (1.927410, 1.577469, -2.112045)
H (1.354988, 0.531416, 2.345328)
H (-1.604051, -1.467921, 1.554114)
H (-0.151643, -0.381524, 3.137122)
C (-0.171453, -0.017203, 1.150186)
C (0.561898, 0.722486, 0.086222)
H (0.022810, 1.575279, -0.331316)
H (2.300514, 0.115882, -2.791011)
H (3.086377, 0.814053, -1.338966)
C (-2.645237, -0.290877, 0.000415)
H (0.065678, -0.590751, -1.572094)
C (-1.289918, -0.898545, 0.711769)
H (-3.168425, 0.450200, 0.677581)
H (-3.332152, -1.073910, -0.206877)
H (-2.404919, 0.134176, -1.057043)

Forces on atoms 1 to 6 (eV/Å):
H 1.516 1.166 0.637
C 0.455 -0.880 0.380
H 0.574 0.092 -0.809
C -0.016 -2.127 -5.192
H -0.133 0.668 0.191
C -2.149 -1.477 -2.076

Results of the Löwdin charge analysis, in e, for atoms 1 through 2: H 0.08; C -0.10

Record 3
The following is a quantum chemistry calculation of 2 unconnected molecules or ions with the total composition C7H14 in a non-equilibrium geometry, from the Open Molecules 2025 dataset.

Output
SMILES: C=CC(C)C.C=C
Energy above the lowest of the compared OMol25 structures with the same formula, charge and spin: 339.45 kJ/mol
Orbital gap: 0.359 hartree

Element x y z (Å)
H (-1.717242, 1.111023, 2.456261)
H (-0.198889, 0.383932, -2.626072)
C (-0.060009, 0.632569, -1.574493)
C (-2.374090, 0.304921, 2.140549)
H (2.757088, 0.607509, -1.533775)
C (1.061820, 0.053237, 0.502801)
H (-2.470755, -0.532472, 2.827741)
H (0.347263, 1.647282, -1.489038)
H (0.480457, -1.361069, -0.916584)
C (2.272968, -0.376453, -1.578671)
H (2.951751, -1.098728, -1.106006)
H (0.243826, -1.624661, 1.442499)
H (-3.664189, -0.479516, 0.659493)
H (-2.920030, 1.174246, 0.294102)
H (2.173002, -0.654067, -2.633590)
C (0.802354, -0.698894, 1.577889)
H (-1.022241, 0.604353, -1.053516)
C (0.883950, -0.339704, -0.910660)
H (1.611935, 0.982872, 0.688648)
H (1.856507, -0.669555, 1.854743)
C (-3.015476, 0.333175, 0.977679)

Forces on atoms 1 to 6 (eV/Å):
H -0.106 -0.109 -0.082
H -0.122 0.149 -0.096
C -0.216 0.150 -0.301
C -0.112 0.007 -0.145
H -0.126 -0.121 -0.013
C -0.179 0.136 -0.440

Results of the Löwdin charge analysis, in e, for atoms 1 through 2: H 0.05; H 0.08

Record 4
The following is a quantum chemistry calculation of 3 unconnected molecules or ions with the total composition C7H14, from the Open Molecules 2025 dataset.

Output
Energy above the lowest of the compared OMol25 structures with the same formula, charge and spin: 490.66 kJ/mol
Orbital gap: 0.334 hartree

Element x y z (Å)
H (0.429263, -0.347644, 2.092313)
C (0.805391, 1.575924, 0.067380)
H (-0.699142, -2.021584, 1.963317)
H (1.558957, -1.006553, -0.680891)
H (-1.839271, -1.725528, 0.759527)
H (0.994359, -0.947456, -2.345362)
C (-0.420154, -0.187367, 1.436992)
H (-0.611396, -2.274880, -1.252338)
H (-1.401320, -0.728274, -1.441543)
C (-0.575205, -1.231430, -0.909901)
H (-0.931708, -1.242696, 2.496795)
H (-0.447055, 1.904510, 1.796810)
H (1.699473, 1.253500, -1.855553)
C (-0.878048, -1.259521, 0.576887)
H (-1.342660, 1.446321, 0.352768)
H (1.711855, 1.276898, 0.613143)
C (-0.427362, 1.239581, 0.923459)
H (0.865467, 2.664272, -0.061386)
H (-0.056412, 1.301281, -1.889573)
C (0.762226, -0.611426, -1.327092)
C (0.802742, 0.922071, -1.315751)

Forces on atoms 1 to 6 (eV/Å):
H -0.153 -0.034 -0.043
C 0.061 0.014 0.007
H -0.021 0.065 0.026
H -0.092 0.052 -0.072
H 0.165 0.032 0.058
H -0.033 0.041 0.139

Results of the Löwdin charge analysis, in e, for atoms 1 through 2: H 0.08; C -0.21

Record 5
The following is a quantum chemistry calculation of a molecular structure, C7H14 in a non-equilibrium geometry, from the Open Molecules 2025 dataset.

Output
Energy above the lowest of the compared OMol25 structures with the same formula, charge and spin: 842.29 kJ/mol
Orbital gap (spin up / spin down): 0.296 / 0.296 hartree

Element x y z (Å)
C (0.364404, -1.299008, 0.287004)
C (-2.375357, -0.903678, -0.372438)
H (-1.261522, -0.058068, 1.410189)
H (1.222034, 1.250943, 1.739016)
H (-1.201186, 2.156358, 0.721765)
C (2.813039, -0.308450, 0.203525)
C (1.926935, 0.605768, -0.620048)
H (-2.670115, 1.810348, -0.231406)
H (3.262284, -1.071929, -0.426792)
H (-0.677549, 1.843692, -1.025466)
H (-2.510944, -0.789616, -1.464045)
C (1.359331, -0.246086, 0.446958)
H (-2.057765, -1.911216, -0.191641)
H (3.346839, 0.099243, 1.043272)
H (0.531528, -2.184519, 0.982787)
C (-1.396800, -0.001003, 0.335257)
H (1.838823, 0.430726, -1.695761)
C (-1.565083, 1.498066, -0.069745)
H (-3.366558, -0.868434, 0.063080)
H (2.080848, 1.637085, -0.391682)
H (0.336813, -1.690212, -0.743827)

Forces on atoms 1 to 6 (eV/Å):
C -0.896 1.782 -0.109
C -0.206 -0.565 0.322
H -0.831 -0.301 0.020
H -0.126 -2.890 -1.649
H -0.036 -0.224 0.100
C 0.282 0.177 0.160

Results of the Löwdin charge analysis, in e, for atoms 1 through 2: C -0.03; C -0.15

Number 1: E_tot -7483.433 eV. Number 2: E_tot -7483.922 eV. Number 3: E_tot -7482.776 eV. Number 4: E_tot -7481.209 eV. Number 5: E_tot -7477.565 eV.